(1)
Formula: C24H42FeGeN2O4S4Sb
Source: the Open Molecules 2025 dataset
Level of theory: the ωB97M-V functional and the def2-TZVPD basis

Last column: Löwdin charge in e.
Atoms and positions in Å:
Fe (0.639361, -0.967570, -0.532668)  0.422
C (3.721917, -0.626911, -0.137094)  -0.070
C (3.247046, -0.790674, 1.298679)  -0.649
C (3.854224, 0.309259, 2.104379)  -0.072
C (3.499334, -2.214164, 1.872356)  -0.048
O (1.792204, -0.686962, 1.197244)  -0.461
Ge (0.569899, -0.269637, 2.668812)  0.995
O (-0.810425, -0.662498, 1.340741)  -0.364
C (-2.016157, 0.080014, 1.481000)  -0.698
C (-2.704161, -0.245586, 2.818792)  -0.056
C (-1.752483, 1.596655, 1.424846)  -0.054
C (-2.995308, -0.289318, 0.362698)  -0.073
O (0.533782, -1.945620, 3.447087)  -0.350
C (0.286824, -2.345289, 4.806332)  -0.697
C (-0.433316, -1.239945, 5.611755)  -0.075
C (-0.622317, -3.584491, 4.739017)  -0.034
C (1.604670, -2.632977, 5.506589)  -0.055
H (4.782099, -0.878953, -0.265163)  0.095
H (3.586702, 0.417884, -0.464890)  0.088
H (3.218059, -1.301762, -0.837177)  -0.023
H (4.894054, 0.475048, 1.972627)  0.070
H (3.650619, 0.277074, 3.189707)  0.081
H (3.441388, 1.269521, 1.796779)  0.081
H (4.528902, -2.343042, 2.308598)  0.090
H (3.473682, -2.986447, 1.064214)  0.038
H (2.787068, -2.497376, 2.625682)  0.043
H (-2.209647, 0.212074, 3.611458)  0.023
H (-2.700577, -1.294451, 3.122676)  0.083
H (-3.770745, 0.142216, 2.794951)  0.102
H (-0.900510, 1.826004, 2.127251)  0.047
H (-2.628768, 2.092247, 1.771429)  0.067
H (-1.489280, 1.905288, 0.417468)  0.070
H (-2.999815, -1.346899, 0.178438)  0.073
H (-2.725716, 0.248320, -0.582759)  0.065
H (-3.962385, -0.002456, 0.706866)  0.064
H (-1.354249, -0.842153, 5.172078)  0.059
H (0.178366, -0.425518, 5.839829)  0.046
H (-0.764137, -1.641074, 6.560952)  0.074
H (-1.572359, -3.326028, 4.259886)  0.078
H (-0.790430, -3.934579, 5.778152)  0.083
H (-0.051118, -4.335993, 4.216057)  0.076
H (2.170271, -1.706413, 5.521832)  0.073
H (2.203509, -3.399364, 4.929628)  0.098
H (1.455949, -2.987370, 6.555170)  0.089
C (-4.520542, -0.697173, -2.961223)  -0.037
C (-3.234289, -0.860588, -3.893977)  -0.231
N (-2.286503, 0.227865, -3.741232)  -0.143
C (-2.535701, 1.411031, -4.517921)  -0.214
C (-3.055300, 2.712901, -3.848877)  -0.064
C (-1.158347, 0.113552, -2.993173)  -0.633
S (-1.008225, -1.388594, -2.171004)  0.698
N (-0.363148, 1.192573, -3.030432)  0.103
C (0.548865, 1.599771, -2.181603)  -0.408
O (0.866777, 1.029108, -1.087594)  -0.080
C (1.331002, 2.793062, -2.633478)  -0.130
C (1.143523, 3.233566, -3.925716)  -0.027
C (1.896362, 4.270682, -4.462404)  -0.079
C (2.822382, 4.976937, -3.692253)  -0.071
C (2.989391, 4.550468, -2.342809)  -0.071
C (2.293566, 3.452435, -1.871990)  -0.025
H (-5.310705, -1.345227, -3.333422)  0.063
H (-4.818746, 0.362316, -2.918074)  0.063
H (-4.236030, -0.930618, -1.905157)  0.051
H (-3.562332, -0.769281, -4.886209)  0.083
H (-2.751126, -1.792760, -3.732327)  0.046
H (-3.311625, 1.082597, -5.236069)  0.117
H (-1.642938, 1.650161, -5.048920)  0.093
H (-4.105241, 2.655792, -3.589095)  0.049
H (-2.907867, 3.525461, -4.573585)  0.074
H (-2.550705, 2.871818, -2.884933)  0.071
H (0.457794, 2.573127, -4.427870)  0.094
H (1.709593, 4.650880, -5.443065)  0.088
H (3.386355, 5.798025, -4.052953)  0.082
H (3.622647, 5.112105, -1.686638)  0.089
H (2.391659, 3.132086, -0.860045)  0.103
S (1.285684, -5.433855, -3.845814)  -0.218
Sb (1.669021, -3.556752, -2.650509)  0.065
S (1.254079, -3.459211, -0.427143)  0.042
S (2.824644, -1.844343, -3.524788)  -0.139

Forces on the atoms, in the same order (eV/Å):
0.19 0.33 1.32
0.57 -0.06 -0.41
-0.96 -1.55 -0.65
-1.19 1.34 1.46
1.95 -0.45 -0.86
-0.12 0.35 0.43
0.12 -0.14 -0.16
0.72 0.25 -0.10
-0.14 -0.29 -0.17
-1.63 -0.28 -0.87
1.37 -0.78 0.76
1.14 0.78 -0.59
0.13 -0.52 0.51
-0.92 0.96 -0.73
-1.21 -1.17 -0.19
0.57 0.58 0.99
0.51 -1.07 -0.17
0.00 0.11 0.27
-0.10 -0.41 0.05
-0.10 0.20 0.23
1.20 -0.56 -0.22
0.06 -0.36 -0.33
-0.39 0.06 -0.21
-0.73 0.45 -0.25
-0.27 0.73 0.54
-0.43 0.15 0.27
0.91 1.25 1.40
-0.13 -0.20 -0.67
1.17 -0.47 0.17
-0.91 0.01 -0.75
-0.75 0.72 0.14
0.08 0.09 -0.09
0.11 -0.58 -0.10
-0.35 -0.52 0.75
-0.94 0.38 -0.12
0.28 -0.28 -0.37
1.22 1.38 0.16
0.03 -0.32 0.45
0.26 -0.26 -0.03
-0.14 0.04 -0.50
-0.24 -0.42 -0.42
0.26 0.08 0.09
-0.65 0.74 0.64
0.09 0.21 -0.73
1.92 0.17 0.39
-1.45 1.18 1.71
0.49 -0.08 0.92
-1.45 0.48 -0.58
0.43 -0.83 0.43
-0.41 0.14 0.01
0.57 0.10 0.03
-1.05 -0.16 -0.54
0.88 -1.54 1.10
-0.21 0.60 -0.57
0.63 0.57 -0.13
0.28 -0.48 -0.14
0.14 0.77 0.36
-0.87 -1.85 1.88
-0.36 0.18 -1.50
-0.60 0.01 0.43
-0.12 0.08 0.18
-0.15 -0.39 -0.39
-0.34 -0.17 -0.90
-0.51 -0.31 -1.50
0.21 -0.70 0.04
0.49 0.44 0.02
0.66 0.19 -0.48
-0.36 -0.11 -0.19
0.05 -0.05 0.49
0.23 0.30 -0.53
-0.26 0.58 -0.88
-0.12 -0.20 -0.69
0.29 0.64 -0.45
0.40 0.05 0.25
0.31 -0.16 0.66
0.01 0.55 0.44
0.25 -0.40 -0.83
-0.32 0.03 -0.03
-0.28 -0.13 0.09

Values from the calculation:
- multiplicity = 5
- HOMO level (spin up / spin down) (eV) = -4.99 / -5.00
- relative energy (zero: lowest compared OMol25 entry of this formula, charge and spin) (eV) = 0.404
- LUMO energy (spin up / spin down) (eV) = 1.891 / 1.885
- charge = -1



(2)
Formula: C24H42MnN5OP
Source: the Open Molecules 2025 dataset
Level of theory: the ωB97M-V functional and the def2-TZVPD basis

Last column: Löwdin charge in e.
Atoms and positions in Å:
Mn (0.746413, -0.506404, -0.749069)  0.670
C (2.444744, 0.758837, -0.219849)  -0.083
C (2.828659, 0.098932, -1.399216)  -0.064
C (2.781603, -1.290993, -1.471929)  -0.059
C (2.359399, -2.033508, -0.359351)  -0.070
C (2.088057, -1.379120, 0.860246)  -0.081
C (2.128493, 0.004936, 0.926624)  -0.094
H (2.429108, 1.838757, -0.183062)  0.138
H (3.066948, 0.673813, -2.283458)  0.144
H (2.993929, -1.791849, -2.406426)  0.143
H (2.267927, -3.108393, -0.430083)  0.136
H (1.781074, -1.954561, 1.723322)  0.131
H (1.849059, 0.504454, 1.844215)  0.121
N (-1.724944, 1.060052, -3.511609)  0.245
C (-1.090816, 0.720117, -2.408353)  -0.450
O (-0.039386, 0.027000, -2.466782)  -0.025
C (-1.574652, 1.152136, -1.061491)  -0.092
C (-0.968080, 0.183187, -0.032288)  -0.311
H (-1.362989, 0.769322, -4.408439)  0.148
H (-2.562065, 1.618043, -3.490325)  0.139
H (-2.665247, 1.226025, -1.017884)  0.109
H (-1.173133, 2.158173, -0.894678)  0.142
H (-1.524189, -0.768842, -0.116128)  0.092
H (-0.532807, 1.398311, 1.647940)  0.108
N (-1.126099, 0.641200, 1.344515)  -0.086
P (-2.387630, 0.248886, 2.326250)  0.743
N (-2.784384, -1.303308, 2.015279)  -0.181
C (-3.859414, -1.739683, 1.091026)  -0.185
C (-3.415050, -2.970932, 0.313414)  -0.173
C (-3.148716, -4.151973, 1.255149)  -0.170
C (-2.548299, -3.673209, 2.587510)  -0.155
C (-1.821950, -2.349106, 2.405074)  -0.190
N (-1.780654, 0.600323, 3.799662)  -0.196
C (-0.465464, 0.190862, 4.321307)  -0.179
C (-0.585009, -0.871093, 5.433846)  -0.171
C (-2.010585, -0.914688, 5.983702)  -0.186
C (-2.531785, 0.503441, 6.185125)  -0.151
C (-2.584558, 1.268294, 4.847488)  -0.155
N (-3.740915, 1.104875, 2.018058)  -0.193
C (-5.071584, 0.734617, 2.550169)  -0.191
C (-6.153846, 1.028594, 1.522696)  -0.168
C (-6.108894, 2.501129, 1.120802)  -0.183
C (-4.713545, 2.886359, 0.636812)  -0.175
C (-3.653655, 2.535193, 1.673302)  -0.184
H (-4.107657, -0.919508, 0.419557)  0.104
H (-4.761716, -1.990040, 1.654845)  0.123
H (-2.515772, -2.734839, -0.263919)  0.098
H (-4.189144, -3.225394, -0.410643)  0.124
H (-2.478152, -4.860171, 0.767515)  0.115
H (-4.078212, -4.687683, 1.447603)  0.118
H (-1.865079, -4.417040, 2.996221)  0.122
H (-3.334422, -3.524913, 3.331186)  0.120
H (-1.034904, -2.447723, 1.639380)  0.114
H (-1.338881, -2.051386, 3.331926)  0.080
H (-0.000660, 1.094336, 4.725764)  0.129
H (0.157585, -0.157071, 3.497912)  0.087
H (0.117073, -0.624050, 6.231018)  0.121
H (-0.300037, -1.860746, 5.072449)  0.100
H (-2.030783, -1.464768, 6.923230)  0.123
H (-2.663889, -1.451255, 5.287562)  0.105
H (-1.879416, 1.027853, 6.885412)  0.121
H (-3.524019, 0.487218, 6.634320)  0.118
H (-2.193016, 2.280953, 4.973240)  0.127
H (-3.608587, 1.356462, 4.504786)  0.084
H (-5.278330, 1.334359, 3.443499)  0.120
H (-5.065193, -0.308860, 2.854996)  0.107
H (-7.124228, 0.779011, 1.952911)  0.126
H (-6.015306, 0.393753, 0.643033)  0.109
H (-6.377315, 3.120775, 1.981567)  0.124
H (-6.845141, 2.706032, 0.344154)  0.120
H (-4.661457, 3.954894, 0.424234)  0.123
H (-4.496158, 2.353343, -0.294848)  0.099
H (-3.808697, 3.137037, 2.576665)  0.130
H (-2.654640, 2.755713, 1.297366)  0.101

Forces on the atoms, in the same order (eV/Å):
0.28 0.09 -0.32
-0.08 0.10 0.02
-0.04 0.01 -0.12
0.04 -0.03 -0.05
-0.16 0.00 0.03
-0.18 -0.30 0.00
-0.02 0.20 0.15
0.04 0.00 0.00
0.04 0.01 0.02
0.04 0.00 0.01
0.02 0.00 0.02
0.05 -0.01 0.00
0.07 0.02 0.00
-0.02 -0.01 -0.05
-0.05 -0.03 -0.06
-0.04 -0.07 0.18
0.03 -0.02 0.13
0.04 0.10 0.06
0.01 0.00 0.00
0.00 0.01 0.01
0.00 0.02 -0.05
-0.03 0.01 -0.01
0.05 -0.06 0.05
0.01 0.01 -0.02
-0.11 -0.10 -0.08
0.10 0.16 -0.08
-0.01 -0.05 0.12
0.09 -0.09 -0.07
-0.03 0.01 0.02
0.00 0.01 0.01
-0.02 0.04 -0.06
0.02 -0.06 -0.01
-0.07 -0.11 0.10
0.01 0.03 -0.01
-0.07 -0.05 -0.04
0.02 0.06 0.01
0.01 -0.06 -0.02
0.02 -0.04 0.04
-0.03 0.04 0.03
-0.02 0.04 -0.05
0.03 0.04 0.00
0.01 -0.03 -0.03
-0.02 -0.02 0.04
-0.06 0.01 -0.02
-0.01 0.02 0.00
0.00 0.02 0.02
-0.01 0.01 -0.01
0.01 0.01 -0.01
0.00 0.00 0.00
0.00 -0.01 -0.01
0.01 0.01 0.01
0.01 -0.01 0.02
-0.05 0.00 0.06
0.00 0.00 0.02
0.04 0.01 -0.04
-0.01 -0.01 -0.01
-0.01 0.02 0.01
0.06 0.02 -0.01
-0.02 -0.01 -0.01
-0.01 -0.01 0.01
0.01 0.00 0.01
0.00 0.03 0.01
-0.01 0.01 -0.02
-0.02 -0.01 -0.02
0.02 0.01 0.02
0.01 -0.01 0.02
-0.01 -0.01 0.00
0.00 -0.01 0.00
0.00 0.00 0.01
-0.01 0.01 0.01
0.01 0.01 -0.01
0.02 0.01 -0.01
0.02 -0.01 0.01
0.01 -0.01 0.01

Values from the calculation:
- multiplicity = 2
- HOMO level (spin up / spin down) (eV) = -14.45 / -14.42
- LUMO energy (spin up / spin down) (eV) = -5.826 / -6.247
- charge = +2



(3)
Formula: C24H42N2OP2V
Source: the Open Molecules 2025 dataset
Level of theory: the ωB97M-V functional and the def2-TZVPD basis

Last column: Löwdin charge in e.
Atoms and positions in Å:
V (-1.485338, -0.697583, -0.640659)  0.449
P (-2.029274, 0.626466, -2.706623)  0.771
P (-0.887873, -1.827938, 1.422003)  0.765
N (-2.037733, -2.158226, -1.363538)  -0.139
H (-0.018567, -0.667809, -0.953605)  -0.022
C (-0.838144, 0.728351, -4.086138)  -0.245
H (-1.289363, 1.256746, -4.938759)  0.054
H (-0.564346, -0.288636, -4.395196)  0.054
H (0.072123, 1.252303, -3.773126)  0.028
C (-2.643201, 2.330495, -2.503053)  -0.258
H (-2.932082, 2.753001, -3.475786)  0.053
H (-1.879950, 2.967639, -2.040444)  0.025
H (-3.518575, 2.312917, -1.841520)  0.051
C (-3.447770, -0.215199, -3.493129)  -0.272
H (-3.783348, 0.351121, -4.373726)  0.051
H (-4.275071, -0.297393, -2.777107)  0.047
H (-3.156788, -1.227771, -3.799090)  0.042
C (0.715436, -2.668629, 1.508815)  -0.230
H (0.849370, -3.083881, 2.517281)  0.060
H (1.520821, -1.953201, 1.301151)  0.016
H (0.755956, -3.466750, 0.759062)  0.055
C (-0.810918, -0.667252, 2.803622)  -0.254
H (-0.396742, -1.170990, 3.686692)  0.056
H (-1.819832, -0.293620, 3.010292)  0.048
H (-0.179661, 0.184357, 2.521867)  0.030
C (-2.117168, -3.093446, 1.869818)  -0.262
H (-1.857829, -3.550127, 2.835216)  0.052
H (-2.158271, -3.875397, 1.099140)  0.041
H (-3.111103, -2.633438, 1.944747)  0.042
C (-2.737429, -3.247118, -1.704109)  -0.411
C (-2.965841, -5.321227, -2.950775)  -0.092
C (-2.195790, -4.230038, -2.584448)  -0.031
C (-4.054969, -3.422333, -1.183077)  -0.050
C (-4.803378, -4.527355, -1.558441)  -0.094
C (-4.268437, -5.469072, -2.447369)  -0.093
H (-2.544334, -6.059372, -3.633163)  0.104
H (-1.173612, -4.067800, -2.941901)  0.113
H (-4.439618, -2.659843, -0.494071)  0.107
H (-5.807719, -4.644788, -1.151346)  0.104
H (-4.866004, -6.326579, -2.749380)  0.099
C (0.123233, 2.385003, -0.061105)  -0.492
O (-0.538851, 1.468235, 0.484036)  -0.095
C (0.934099, 2.189649, -1.285545)  -0.089
H (1.946730, 2.596201, -1.146433)  0.082
H (0.467748, 2.734471, -2.125184)  0.074
H (1.024455, 1.124675, -1.524706)  0.040
C (0.080900, 3.776867, 0.495698)  -0.023
H (1.088308, 4.214839, 0.560709)  0.075
H (-0.390666, 3.769461, 1.483288)  0.086
H (-0.504489, 4.422708, -0.186314)  0.089
C (4.579662, 3.939426, 3.510960)  -0.105
N (3.625843, 3.482146, 2.552311)  -0.288
C (3.808461, 3.863505, 1.187718)  -0.115
C (2.582082, 2.564675, 2.935983)  -0.172
C (2.812424, 1.228010, 2.291576)  -0.274
C (3.421058, 0.154081, 2.996670)  -0.060
C (3.851568, -0.970611, 2.283628)  -0.142
C (3.669877, -1.033230, 0.898896)  -0.149
C (2.965075, 0.004165, 0.221696)  -0.165
C (2.565052, 1.064992, 0.962089)  -0.111
H (5.496624, 4.204534, 2.967152)  0.075
H (4.786691, 3.151887, 4.253951)  0.081
H (4.201269, 4.829965, 4.038798)  0.073
H (3.269788, 3.183182, 0.506996)  0.043
H (3.453084, 4.899984, 1.028120)  0.072
H (4.891038, 3.846161, 0.964003)  0.082
H (2.601432, 2.489345, 4.033725)  0.114
H (1.606034, 2.962292, 2.589394)  0.097
H (3.574619, 0.253851, 4.073213)  0.090
H (4.343783, -1.799808, 2.804086)  0.090
H (4.062384, -1.880980, 0.330578)  0.086
H (2.783062, -0.070271, -0.846115)  0.065

Forces on the atoms, in the same order (eV/Å):
-1.07 -0.66 -0.47
-0.08 -0.12 0.03
0.35 0.18 -0.03
1.10 2.86 1.44
1.51 -0.48 -0.63
0.12 0.01 -0.07
0.10 -0.15 0.22
-0.06 0.23 0.10
-0.24 -0.15 -0.08
-0.07 0.21 -0.14
0.03 -0.03 0.26
-0.17 -0.17 -0.13
0.17 0.04 -0.14
-0.12 0.14 -0.21
0.01 -0.17 0.19
0.17 0.00 -0.17
-0.04 0.24 0.12
-0.06 -0.12 -0.11
-0.01 0.04 -0.25
-0.22 -0.08 0.07
0.01 0.11 0.15
-0.06 0.00 0.37
-0.15 0.23 -0.07
0.16 -0.02 0.10
-0.03 -0.24 0.04
-0.05 -0.16 0.29
-0.12 0.07 -0.20
0.06 0.26 0.17
0.21 -0.13 0.01
-1.00 -1.58 -0.53
-0.27 0.01 0.13
-0.23 0.74 0.54
0.68 0.06 -0.34
0.16 -0.05 -0.10
0.14 0.04 -0.01
-0.21 0.12 0.18
-0.42 -0.17 0.06
0.11 -0.37 -0.31
0.22 -0.08 -0.18
0.12 0.16 0.08
0.65 -1.35 1.59
-0.78 0.44 -1.40
0.32 -0.07 -0.85
-0.53 -0.11 0.02
-0.04 -0.08 0.01
-0.05 0.27 0.04
-0.09 0.29 0.14
-0.32 -0.27 -0.04
0.08 0.07 -0.23
0.11 -0.23 0.18
-0.32 -0.04 -0.07
0.13 -0.19 0.06
0.16 0.44 -0.02
-0.19 0.07 -0.10
0.95 -1.93 1.51
-0.30 0.83 -0.33
0.06 -0.10 -0.01
-0.16 0.28 -0.68
1.36 -1.97 1.38
-2.13 2.64 -1.75
-0.01 -0.03 0.41
0.14 0.27 -0.16
0.35 0.08 0.19
0.27 0.11 0.36
0.09 0.00 -0.25
-0.35 -0.02 -0.27
-0.20 0.07 -0.23
0.19 -0.23 0.40
0.08 -0.28 -0.10
-0.14 0.31 -0.18
-0.05 0.03 0.22
-0.03 -0.14 -0.21

Values from the calculation:
- multiplicity = 2
- HOMO level (spin up / spin down) (eV) = -4.84 / -4.85
- relative energy (zero: lowest compared OMol25 entry of this formula, charge and spin) (eV) = 0.000
- LUMO energy (spin up / spin down) (eV) = -0.706 / -0.445
- charge = 0